Below is a structure of composition C4H10ClN, with properties calculated with ωB97M-V/def2-TZVPD.

XYZ file:
```
16
Properties=species:S:1:pos:R:3:forces:R:3:lowdin_charge:R:1
Cl -0.007 2.334 -1.449 -0.4 -0.5 0.9 0.15
N 0.275 0.899 1.241 1.3 -1.2 -2.7 0.11
C -0.201 0.605 -0.043 0.9 2.0 1.2 -0.60
C -1.724 0.301 -0.171 2.4 0.7 1.4 -0.05
C 0.837 -0.182 -0.741 -0.8 -2.5 2.7 -0.29
C 0.966 -1.525 0.079 0.2 1.6 0.7 -0.06
H -2.257 1.041 0.396 -0.2 0.3 0.6 0.07
H 1.522 -2.249 -0.485 -0.2 -0.7 -0.3 0.06
H 1.436 -1.452 1.092 -0.3 0.3 -0.9 0.08
H -0.088 -1.706 0.259 0.1 -1.3 0.0 0.05
H 1.740 0.285 -0.918 1.7 1.3 -0.1 0.07
H -2.036 0.472 -1.159 -0.3 -0.5 -1.4 0.05
H 1.309 0.949 1.411 -1.9 0.1 -0.4 0.15
H -1.878 -0.673 0.279 -0.4 -0.2 -0.3 0.08
H -0.317 1.366 1.832 -1.3 1.4 1.7 0.06
H 0.425 -0.466 -1.623 -0.9 -0.7 -3.0 0.07
```
Forces are in eV/Å.

Output
* total charge: 0
* ΔE to the lowest compared entry with this formula, charge and spin: 21.4 kcal per mole
* gap between HOMO and LUMO: 10.2 eV